Record 1
{"formula": "C25H43NO12P", "method": "ωB97M-V/def2-TZVPD", "elements": ["C", "C", "C", "N", "P", "O", "C", "C", "O", "H", "H", "H", "H", "H", "H", "H", "H", "H", "H", "H", "H", "H", "O", "C", "O", "C", "C", "C", "H", "H", "H", "H", "H", "H", "O", "C", "O", "C", "C", "C", "H", "H", "H", "H", "H", "H", "O", "C", "O", "C", "C", "C", "H", "H", "H", "H", "H", "H", "O", "C", "O", "C", "C", "C", "H", "H", "H", "H", "H", "H", "O", "C", "O", "C", "C", "C", "H", "H", "H", "H", "H", "H"], "coordinates": [[2.797, 1.050, -3.786], [2.022, 1.958, -2.831], [2.495, 3.409, -2.818], [1.106, 1.565, -2.069], [-0.435, 0.655, -2.433], [-1.148, 2.122, -3.132], [-1.749, 1.709, -4.319], [-2.677, 0.583, -3.854], [-1.983, -0.149, -2.880], [2.154, 0.208, -4.048], [3.683, 0.684, -3.271], [3.079, 1.563, -4.707], [3.386, 3.545, -2.195], [2.729, 3.739, -3.833], [1.692, 4.026, -2.419], [-0.935, 1.045, -1.166], [0.010, -0.617, -1.899], [0.072, 0.274, -3.720], [-1.014, 1.377, -5.066], [-2.315, 2.517, -4.794], [-3.503, 1.110, -3.339], [-3.106, -0.041, -4.648], [6.144, 1.739, -4.136], [6.553, 1.765, -3.014], [5.760, 1.534, -1.941], [6.489, 1.745, -0.722], [7.957, 1.580, -1.095], [7.963, 2.079, -2.535], [6.270, 2.750, -0.357], [6.138, 1.020, 0.009], [8.615, 2.130, -0.427], [8.226, 0.522, -1.074], [8.103, 3.161, -2.593], [8.692, 1.592, -3.177], [-6.954, -3.177, -0.549], [-5.990, -2.468, -0.410], [-5.453, -2.244, 0.804], [-4.370, -1.281, 0.699], [-3.917, -1.346, -0.752], [-5.220, -1.701, -1.462], [-4.770, -0.301, 0.968], [-3.602, -1.553, 1.416], [-3.442, -0.439, -1.117], [-3.198, -2.155, -0.882], [-5.800, -0.815, -1.731], [-5.086, -2.315, -2.349], [-2.074, 0.141, 4.251], [-2.139, -1.015, 4.534], [-2.376, -1.983, 3.612], [-2.518, -3.261, 4.246], [-1.795, -3.128, 5.583], [-2.018, -1.655, 5.908], [-3.584, -3.469, 4.369], [-2.086, -4.014, 3.591], [-2.168, -3.818, 6.337], [-0.729, -3.318, 5.445], [-2.956, -1.486, 6.440], [-1.207, -1.192, 6.463], [-12.874, -5.172, -1.442], [-11.930, -4.762, -0.829], [-11.484, -3.494, -0.949], [-10.279, -3.309, -0.173], [-10.317, -4.403, 0.885], [-11.046, -5.520, 0.147], [-9.415, -3.412, -0.830], [-10.290, -2.303, 0.237], [-9.324, -4.665, 1.242], [-10.915, -4.078, 1.738], [-10.366, -6.147, -0.433], [-11.656, -6.153, 0.786], [9.130, 3.877, 0.739], [9.441, 3.918, 1.893], [8.547, 3.699, 2.885], [9.156, 3.909, 4.169], [10.653, 3.736, 3.932], [10.799, 4.227, 2.495], [8.905, 4.918, 4.505], [8.734, 3.190, 4.866], [11.262, 4.273, 4.656], [10.915, 2.678, 3.988], [10.954, 5.306, 2.438], [11.581, 3.727, 1.930]], "mulliken_charge": [-0.900, 0.847, -1.207, -0.508, 0.530, -0.567, -0.559, -0.263, -0.390, 0.406, -0.003, 0.318, 0.146, 0.329, 0.360, -0.154, -0.093, -0.303, 0.259, 0.359, 0.190, 0.271, -0.554, 0.508, -0.321, -0.448, -0.028, -0.567, 0.227, 0.341, -0.008, 0.281, 0.253, 0.326, -0.620, 0.463, -0.347, -0.338, 0.058, -0.440, 0.244, 0.145, 0.014, 0.182, 0.274, 0.339, -0.559, 0.432, -0.266, -0.442, -0.498, -0.390, 0.274, 0.316, 0.318, 0.259, 0.247, 0.296, -0.589, 0.457, -0.367, -0.271, -0.490, -0.371, 0.221, 0.302, 0.318, 0.265, 0.245, 0.287, -0.604, 0.558, -0.342, -0.432, -0.474, -0.439, 0.268, 0.307, 0.311, 0.267, 0.254, 0.280], "total_charge": -1, "lumo_ev": 1.6, "largest_force_ev_per_a": 1.368, "orbital_gap_ev": 4.949, "homo_energy_ev": -3.3}

***

Record 2
{"formula": "C25H43NO21S5", "method": "ωB97M-V/def2-TZVPD", "elements": ["C", "C", "C", "C", "N", "C", "C", "C", "C", "C", "O", "S", "O", "O", "O", "C", "C", "O", "C", "C", "C", "C", "C", "C", "H", "H", "H", "H", "H", "H", "H", "H", "H", "H", "H", "H", "H", "H", "H", "H", "H", "H", "H", "H", "H", "H", "H", "H", "H", "H", "H", "C", "C", "O", "S", "O", "O", "O", "H", "H", "H", "H", "C", "C", "O", "S", "O", "O", "O", "H", "H", "H", "H", "C", "C", "O", "S", "O", "O", "O", "H", "H", "H", "H", "C", "C", "O", "S", "O", "O", "O", "H", "H", "H", "H"], "coordinates": [[2.168, 3.135, 3.558], [0.629, 3.304, 3.194], [0.372, 4.004, 1.807], [0.894, 3.208, 0.538], [1.063, 1.757, 0.706], [-0.164, 0.968, 0.686], [0.029, -0.146, 1.791], [-1.236, -1.035, 2.076], [-1.028, -2.043, 3.318], [0.481, -2.225, 3.740], [-0.005, 0.172, -0.568], [-1.402, 0.137, -1.434], [-1.739, -1.174, -1.932], [-1.279, 1.133, -2.488], [-2.410, 0.659, -0.214], [-1.561, 1.643, 0.475], [-2.422, 2.112, 1.732], [-3.692, 1.399, 1.655], [-4.563, 1.933, 2.621], [-5.791, 2.569, 2.174], [-6.709, 3.175, 3.161], [-6.391, 3.136, 4.581], [-5.159, 2.448, 5.028], [-4.246, 1.849, 4.068], [2.398, 2.029, 3.503], [2.804, 3.622, 2.772], [2.424, 3.455, 4.599], [0.202, 3.999, 3.981], [0.034, 2.360, 3.270], [-0.711, 4.325, 1.733], [0.953, 4.978, 1.832], [0.286, 3.478, -0.374], [1.937, 3.626, 0.312], [1.688, 1.510, 1.468], [0.479, 0.290, 2.731], [0.825, -0.843, 1.392], [-1.462, -1.684, 1.178], [-2.171, -0.465, 2.308], [-1.544, -1.534, 4.188], [-1.541, -3.027, 3.165], [0.567, -2.955, 4.598], [0.902, -1.258, 4.149], [1.128, -2.526, 2.876], [-1.641, 2.510, -0.245], [-2.669, 3.205, 1.631], [-1.939, 1.895, 2.718], [-6.029, 2.596, 1.086], [-7.643, 3.659, 2.799], [-7.076, 3.620, 5.315], [-4.918, 2.399, 6.121], [-3.312, 1.326, 4.400], [3.641, -2.924, -2.628], [3.675, -1.827, -3.676], [2.303, -1.504, -3.915], [1.463, -1.711, -2.544], [1.328, -0.444, -1.903], [0.359, -2.558, -2.822], [2.578, -2.564, -1.741], [3.399, -3.891, -3.075], [4.580, -3.003, -2.082], [4.160, -2.146, -4.597], [4.172, -0.931, -3.295], [-0.750, -1.742, -7.621], [0.034, -2.314, -6.456], [0.794, -3.389, -7.017], [1.177, -3.026, -8.542], [2.498, -2.498, -8.559], [0.772, -4.102, -9.375], [0.143, -1.800, -8.737], [-1.624, -2.357, -7.851], [-1.068, -0.716, -7.440], [-0.611, -2.675, -5.657], [0.735, -1.580, -6.052], [-2.445, -6.959, 0.756], [-1.897, -5.663, 1.321], [-2.044, -5.789, 2.738], [-1.875, -7.342, 3.151], [-0.537, -7.548, 3.584], [-3.000, -7.724, 3.928], [-2.027, -7.973, 1.672], [-3.538, -6.950, 0.733], [-2.065, -7.167, -0.243], [-2.434, -4.789, 0.955], [-0.832, -5.553, 1.100], [4.983, 4.294, -2.654], [5.542, 5.595, -2.111], [5.407, 5.488, -0.692], [5.574, 3.940, -0.259], [6.913, 3.734, 0.166], [4.452, 3.574, 0.532], [5.405, 3.290, -1.728], [3.890, 4.307, -2.668], [5.354, 4.071, -3.653], [5.006, 6.466, -2.483], [6.605, 5.697, -2.343]], "mulliken_charge": [-0.956, 0.063, -0.694, -0.338, 0.010, 0.501, -0.934, 0.249, -0.230, -1.101, 0.062, 1.243, -0.616, -0.737, -0.471, -0.269, -0.871, -0.267, 0.329, -0.401, -0.413, -0.477, -0.546, -0.029, 0.251, 0.118, 0.331, 0.513, -0.327, 0.288, 0.497, 0.328, 0.010, 0.321, 0.152, 0.400, 0.072, -0.129, 0.197, 0.190, 0.409, 0.297, 0.200, 0.684, 0.766, -0.160, 0.362, 0.344, 0.345, 0.324, 0.269, -0.397, -0.389, -0.329, 1.295, -0.582, -0.618, -0.324, 0.309, 0.335, 0.362, 0.230, -0.299, -0.074, -0.299, 1.113, -0.553, -0.532, -0.334, 0.295, 0.309, 0.341, 0.038, -0.358, -0.198, -0.270, 1.060, -0.541, -0.528, -0.317, 0.301, 0.316, 0.291, 0.236, -0.309, -0.356, -0.310, 0.953, -0.582, -0.349, -0.284, 0.265, 0.319, 0.322, 0.284], "lumo_ev": 0.2, "largest_force_ev_per_a": 5.285, "orbital_gap_ev": 9.233, "homo_energy_ev": -9.0}

***

Record 3
{"formula": "C25H44BCl4N2O27", "method": "ωB97M-V/def2-TZVPD", "elements": ["O", "C", "O", "B", "O", "C", "O", "O", "C", "O", "C", "O", "O", "Cl", "C", "C", "Cl", "H", "H", "H", "H", "Cl", "C", "C", "Cl", "H", "H", "H", "H", "C", "N", "O", "O", "H", "H", "H", "C", "N", "O", "O", "H", "H", "H", "C", "O", "C", "O", "O", "C", "H", "H", "H", "H", "H", "H", "C", "O", "C", "O", "O", "C", "H", "H", "H", "H", "H", "H", "C", "O", "C", "O", "O", "C", "H", "H", "H", "H", "H", "H", "C", "O", "C", "O", "O", "C", "H", "H", "H", "H", "H", "H", "C", "O", "C", "O", "O", "C", "H", "H", "H", "H", "H", "H"], "coordinates": [[18.929, 14.043, -15.737], [19.585, 13.716, -14.802], [19.650, 14.333, -13.617], [20.492, 13.532, -12.695], [21.257, 12.630, -13.559], [20.631, 12.542, -14.705], [20.915, 11.897, -15.673], [19.752, 12.751, -11.670], [20.221, 12.914, -10.469], [19.822, 12.430, -9.449], [21.308, 14.017, -10.586], [21.399, 14.360, -11.864], [21.985, 14.394, -9.678], [23.691, 19.092, -12.579], [22.272, 18.748, -11.531], [21.418, 17.632, -12.091], [20.520, 18.129, -13.570], [21.777, 19.718, -11.481], [22.627, 18.607, -10.511], [20.691, 17.385, -11.320], [22.081, 16.793, -12.278], [14.975, 15.017, -12.127], [16.589, 15.216, -12.823], [16.793, 16.678, -13.271], [16.938, 17.858, -11.925], [16.604, 14.591, -13.715], [17.328, 14.815, -12.138], [15.871, 16.968, -13.765], [17.680, 16.776, -13.889], [21.967, 10.007, -8.203], [20.854, 9.232, -8.812], [20.651, 9.326, -10.001], [20.050, 8.816, -7.997], [22.717, 9.423, -7.688], [21.436, 10.773, -7.641], [22.379, 10.620, -9.007], [19.900, 11.629, -18.597], [19.743, 11.531, -20.099], [20.404, 10.716, -20.696], [18.876, 12.247, -20.560], [19.107, 12.259, -18.218], [20.911, 11.908, -18.333], [19.635, 10.612, -18.304], [20.354, 9.106, -13.690], [20.648, 7.832, -13.159], [19.742, 7.155, -12.406], [18.567, 7.295, -12.345], [20.364, 6.169, -11.743], [21.771, 6.235, -11.512], [20.644, 9.133, -14.740], [20.992, 9.828, -13.174], [19.320, 9.435, -13.578], [22.084, 5.265, -11.126], [21.939, 6.966, -10.724], [22.371, 6.389, -12.405], [17.725, 9.943, -10.401], [16.465, 9.576, -9.807], [15.740, 8.570, -10.268], [16.040, 7.818, -11.146], [14.606, 8.458, -9.574], [14.318, 9.312, -8.484], [17.446, 10.396, -11.352], [18.326, 9.043, -10.417], [18.222, 10.714, -9.818], [14.411, 10.340, -8.838], [14.992, 9.233, -7.628], [13.323, 9.155, -8.076], [16.817, 16.217, -4.969], [17.497, 16.233, -6.211], [17.063, 15.465, -7.206], [15.990, 14.912, -7.207], [17.929, 15.522, -8.183], [17.531, 15.034, -9.478], [17.326, 16.934, -4.335], [16.763, 15.208, -4.557], [15.772, 16.500, -5.118], [17.359, 13.968, -9.316], [18.378, 15.172, -10.141], [16.625, 15.555, -9.776], [29.433, 16.041, -10.849], [28.261, 15.237, -10.813], [27.140, 15.786, -10.282], [27.131, 16.849, -9.720], [26.125, 15.022, -10.583], [24.814, 15.472, -10.230], [30.248, 15.360, -11.078], [29.624, 16.534, -9.894], [29.244, 16.789, -11.621], [24.620, 15.303, -9.175], [24.083, 14.927, -10.816], [24.684, 16.522, -10.493], [12.445, 15.092, -14.683], [13.178, 14.177, -15.460], [13.932, 14.610, -16.452], [14.256, 15.759, -16.647], [14.539, 13.562, -17.026], [15.645, 13.801, -17.861], [12.993, 15.445, -13.814], [11.546, 14.609, -14.295], [11.995, 15.917, -15.238], [16.094, 12.915, -18.300], [16.473, 14.245, -17.293], [15.331, 14.559, -18.584]], "mulliken_charge": [-0.625, 0.480, 0.066, 0.816, -0.739, 0.299, -0.557, -0.142, 0.704, -0.637, 0.116, -0.179, -0.594, -0.215, -0.624, 0.223, -0.193, 0.415, 0.379, 0.030, 0.021, -0.276, 0.447, -0.301, -0.208, 0.306, -0.521, 0.356, 0.219, -0.887, 0.881, -0.395, -0.544, 0.315, 0.333, 0.282, -0.576, 0.932, -0.569, -0.546, 0.190, 0.283, 0.283, -0.679, -0.346, 0.823, -0.470, -0.382, -0.461, 0.273, 0.275, 0.355, 0.266, 0.080, 0.280, -0.140, -0.368, 0.733, -0.493, -0.365, -0.586, 0.219, 0.147, 0.093, 0.266, 0.241, 0.261, -0.657, -0.343, 0.697, -0.579, -0.195, -0.178, 0.222, 0.292, 0.295, 0.248, -0.261, 0.387, -0.633, -0.347, 0.773, -0.565, -0.257, -0.464, 0.209, 0.293, 0.288, 0.328, 0.067, 0.257, -0.538, -0.290, 0.876, -0.586, -0.350, -0.490, 0.122, 0.283, 0.321, 0.205, 0.172, 0.325], "total_charge": -1, "lumo_ev": 1.8, "largest_force_ev_per_a": 2.736, "orbital_gap_ev": 10.054, "homo_energy_ev": -8.2}